Record 1
{
  "formula": "C3H10NO",
  "method": "ωB97M-V with the def2-TZVPD basis set",
  "de_lowest_kcal_mol": 32.1,
  "total_charge": -1,
  "e_tot_ev": -6809.3817,
  "gap_ha": 0.2375,
  "symbols": ["C", "C", "N", "H", "H", "H", "H", "H", "H", "H", "C", "O", "H", "H", "H"],
  "coordinates": [[-0.6775, -1.2648, -1.3708], [0.1088, -0.0514, -0.9299], [0.8536, 0.5734, -2.0442], [0.0296, -2.0339, -1.7150], [-1.2916, -1.6439, -0.5127], [-1.4073, -1.0373, -2.1762], [-0.5538, 0.7237, -0.4916], [0.8161, -0.3406, -0.0957], [0.7809, 1.6382, -1.9965], [1.8390, 0.4370, -1.9698], [-0.1115, 0.6218, 2.6711], [0.4488, 0.9496, 1.4541], [0.4723, 0.9148, 3.5325], [-1.1128, 1.0207, 2.8249], [-0.1946, -0.5075, 2.8198]],
  "forces_ev_per_a": [[-0.8, -0.2, 0.1], [0.5, 0.4, 0.7], [-0.7, 2.2, -0.6], [-0.4, -0.1, 0.0], [0.7, 0.1, -0.6], [0.5, -0.1, 0.2], [0.5, -0.7, -0.1], [-1.0, 0.5, -0.8], [-0.1, -2.1, 0.1], [0.6, -0.4, 0.2], [0.9, -1.0, -1.7], [-0.3, 0.2, 1.5], [0.5, 0.5, 0.9], [-0.8, 0.3, 0.2], [-0.2, 0.3, 0.0]]
}

Record 2
{
  "formula": "H4N2O2P",
  "method": "ωB97M-V with the def2-TZVPD basis set",
  "de_lowest_kcal_mol": 50.7,
  "total_charge": -1,
  "e_tot_ev": -16431.3157,
  "smiles": "NN[P@H](=O)[O-]",
  "gap_ha": 0.3513,
  "symbols": ["N", "N", "O", "O", "P", "H", "H", "H", "H"],
  "coordinates": [[-1.4553, 0.1794, -0.6154], [-0.4663, -0.7513, -0.1898], [1.0520, 1.3931, 0.0064], [2.1431, -1.0411, 0.0357], [1.0851, -0.0465, 0.3633], [-2.1829, 0.3767, 0.1092], [-0.9011, 1.0964, -0.5967], [-0.0798, -1.2688, -0.9548], [0.8052, 0.0621, 1.8422]],
  "forces_ev_per_a": [[0.5, 2.6, 0.1], [1.3, 0.0, 1.5], [0.3, 0.8, -0.8], [-0.1, 0.2, -0.1], [-1.9, -0.3, 2.3], [1.0, -1.0, -0.4], [-1.0, -1.1, -0.5], [-0.6, -0.5, -0.9], [0.5, -0.7, -1.2]]
}

Record 3
{
  "formula": "C26H71BF3N5O9PtV",
  "method": "ωB97M-V with the def2-TZVPD basis set",
  "total_charge": 2,
  "e_tot_ev": -91739.0007,
  "gap_ha": [0.2873, 0.2872],
  "multiplicity": 6,
  "symbols": ["V", "Pt", "C", "O", "O", "C", "F", "F", "F", "C", "C", "H", "H", "H", "H", "H", "H", "B", "H", "H", "H", "H", "C", "C", "O", "O", "H", "H", "H", "H", "H", "H", "C", "C", "C", "O", "C", "N", "H", "H", "H", "H", "H", "H", "H", "H", "H", "H", "H", "C", "C", "C", "O", "C", "N", "H", "H", "H", "H", "H", "H", "H", "H", "H", "H", "H", "C", "C", "C", "O", "C", "N", "H", "H", "H", "H", "H", "H", "H", "H", "H", "H", "H", "C", "C", "C", "O", "C", "N", "H", "H", "H", "H", "H", "H", "H", "H", "H", "H", "H", "C", "C", "C", "O", "C", "N", "H", "H", "H", "H", "H", "H", "H", "H", "H", "H", "H"],
  "coordinates": [[-1.3081, 1.3156, -2.1237], [1.6786, 0.0575, 1.2206], [1.4749, 0.5075, -3.9642], [2.3159, -0.6208, -3.6435], [0.4368, 0.5555, -3.2132], [2.3008, 1.7938, -3.9050], [3.4830, 1.7612, -4.5005], [1.6353, 2.8314, -4.3956], [2.5177, 2.1276, -2.5787], [3.1307, -1.1300, -4.6806], [3.7595, -2.4233, -4.2090], [4.2751, -2.9184, -5.0307], [4.4751, -2.2585, -3.3977], [3.0307, -3.1225, -3.7908], [3.9601, -0.4710, -4.9513], [2.6246, -1.3341, -5.6332], [1.2057, 0.3751, -5.0393], [-0.0436, 1.3301, 0.0268], [-0.7046, 2.2660, -0.2295], [-0.2999, 0.8790, 1.1032], [-0.2819, 0.4997, -0.7777], [1.1147, 1.5460, -0.0403], [4.3108, -0.3818, -0.4607], [4.6841, -1.0754, 0.8230], [3.8031, -0.7090, 1.9332], [2.9133, -0.1160, -0.6449], [4.8124, -0.6915, -1.3815], [4.7304, 0.6400, -0.4411], [5.7333, -0.8110, 0.9693], [4.6371, -2.1666, 0.7819], [4.3735, -0.8118, 2.7048], [2.6859, 0.1154, -1.5615], [1.3548, -3.1959, -1.1284], [0.4483, -2.5058, -0.1552], [-0.6719, -3.4465, 0.3176], [-1.4486, -2.7203, 1.2490], [-2.4537, -3.5027, 1.8216], [1.1863, -2.1200, 1.1120], [1.9491, -4.0068, -0.7022], [2.0417, -2.4921, -1.6038], [0.7908, -3.6148, -1.9658], [-0.0912, -1.6304, -0.5160], [-0.2434, -4.3609, 0.7590], [-1.3048, -3.7890, -0.5131], [-3.0514, -2.9410, 2.5376], [-2.0339, -4.3734, 2.3422], [-3.1553, -3.9069, 1.0779], [1.8435, -2.8626, 1.3425], [0.4386, -2.2184, 1.8060], [-0.9665, -3.6001, 5.8405], [-0.6369, -2.4185, 4.9329], [-1.7396, -1.3807, 5.0105], [-1.6221, -0.4944, 3.9105], [-2.7135, 0.4059, 3.7635], [0.6318, -1.7668, 5.4820], [-0.2088, -4.3819, 5.7382], [-1.8857, -4.1167, 5.5455], [-1.0059, -3.3007, 6.8857], [-0.4103, -2.7093, 3.9075], [-1.6375, -0.8271, 5.9538], [-2.7076, -1.8944, 5.0069], [-3.5672, -0.1123, 3.3151], [-2.3935, 1.1321, 3.0128], [-2.9625, 0.8984, 4.7027], [0.2768, -1.1364, 6.1952], [1.1945, -2.4508, 5.9749], [1.2613, 1.9565, 5.2878], [1.2605, 1.7556, 3.7810], [2.5779, 2.2873, 3.2050], [2.6047, 2.2130, 1.8052], [3.7896, 2.7153, 1.2166], [1.0262, 0.3495, 3.3217], [2.2574, 1.8622, 5.7328], [0.5864, 1.2663, 5.7919], [0.9570, 2.9770, 5.5193], [0.5406, 2.4923, 3.4028], [3.3841, 1.6892, 3.6618], [2.6809, 3.3325, 3.5146], [3.6318, 2.8666, 0.1487], [4.6135, 2.0303, 1.4114], [3.9610, 3.7324, 1.5833], [0.0150, 0.1568, 3.4850], [1.3388, -0.1540, 4.1720], [-4.7282, 0.2600, 0.3965], [-3.4092, 0.2911, -0.3615], [-3.2638, -0.9125, -1.2930], [-2.1920, -0.7019, -2.2163], [-1.9282, -1.8383, -3.0405], [-3.2465, 1.5819, -1.0917], [-4.8448, -0.6558, 0.9818], [-5.5722, 0.2829, -0.3039], [-4.8885, 1.1097, 1.0613], [-2.5961, 0.1606, 0.3582], [-4.2177, -1.2424, -1.7211], [-2.9237, -1.7387, -0.6548], [-1.8582, -1.5921, -4.0960], [-2.5912, -2.6640, -2.7954], [-0.9201, -2.1786, -2.7739], [-3.2490, 2.2786, -0.3469], [-4.0615, 1.8220, -1.6507], [-3.0699, 3.0586, -5.9752], [-2.1362, 2.6404, -4.8469], [-1.9882, 3.8119, -3.9061], [-1.3257, 3.4136, -2.7090], [-1.0458, 4.5166, -1.8549], [-2.6470, 1.4607, -4.0957], [-3.2712, 2.2354, -6.6683], [-2.6346, 3.8115, -6.6358], [-4.0300, 3.4241, -5.6037], [-1.1625, 2.4158, -5.2830], [-2.9313, 4.3479, -3.7090], [-1.4126, 4.6049, -4.4033], [-0.6539, 5.3717, -2.4205], [-0.2519, 4.2786, -1.1540], [-1.9519, 4.8837, -1.3632], [-2.5290, 0.6474, -4.6989], [-3.6632, 1.5678, -4.0932]],
  "forces_ev_per_a": [[0.0, -0.6, -2.2], [0.6, -0.3, 1.4], [0.4, -0.5, -2.3], [0.1, 0.3, 0.4], [-2.3, 0.3, 2.0], [0.0, 0.5, 1.6], [0.4, -0.1, -0.2], [-0.5, 0.4, -0.5], [0.3, -0.3, -0.3], [1.0, -0.6, -0.4], [0.0, -0.3, 0.5], [0.1, 0.0, 0.0], [0.1, 0.1, -0.2], [-0.2, 0.1, -0.3], [-0.2, 0.3, 0.2], [-0.6, 0.2, 0.3], [0.3, 0.1, -0.1], [0.0, -0.4, -0.1], [-0.2, 1.0, 0.5], [-0.8, -0.3, 0.6], [0.0, -1.0, -0.3], [0.6, 0.9, -0.7], [0.2, 2.9, -0.8], [-0.5, -1.1, -0.3], [1.5, 0.1, -0.7], [0.1, -1.2, 0.0], [-0.4, -1.2, 0.2], [0.2, -0.2, 0.6], [-0.1, 0.1, 0.5], [0.0, 0.0, -0.4], [-0.5, 0.2, 0.4], [0.0, -0.1, -0.1], [0.4, 0.4, -1.1], [-0.6, -1.0, 1.4], [0.1, -0.2, -0.5], [0.2, 0.3, -0.1], [-0.7, -1.0, 0.3], [-1.3, 0.0, -0.6], [-0.2, 0.0, 0.3], [0.0, 0.1, 0.2], [-0.1, -0.1, 0.1], [0.5, 0.2, -0.3], [0.0, 0.1, 0.2], [0.1, 0.2, -0.1], [0.3, 0.3, 0.0], [0.0, 0.1, 0.0], [0.2, 0.1, -0.1], [0.3, 0.3, -0.1], [0.3, 0.3, 0.2], [-0.1, -0.8, -0.8], [1.4, 0.3, 1.6], [0.0, -0.3, -0.5], [-0.2, 0.1, 0.1], [0.3, -0.2, -0.7], [-0.9, 0.1, -0.6], [0.2, 0.2, 0.1], [-0.1, 0.3, 0.2], [-0.2, 0.1, 0.0], [-0.4, -0.1, -0.1], [-0.2, 0.0, 0.0], [-0.1, 0.2, -0.1], [-0.2, 0.0, 0.4], [0.0, 0.2, 0.2], [-0.1, 0.0, 0.0], [0.4, 0.0, 0.2], [0.0, -0.1, -0.1], [0.3, 0.1, 0.3], [0.3, 1.3, -1.0], [0.1, -0.3, 1.0], [-0.7, -0.2, -0.3], [-0.1, 0.7, -0.2], [-0.8, 1.0, 1.9], [0.0, -0.3, -0.1], [-0.1, 0.1, 0.0], [-0.2, -0.1, 0.0], [-0.5, -0.8, -0.4], [0.2, 0.2, -0.2], [0.2, -0.1, 0.1], [-0.2, -0.5, 0.0], [0.2, 0.2, 0.0], [0.4, -0.2, 0.3], [0.4, 0.2, -0.7], [0.6, -0.8, -1.0], [-0.6, -0.4, -0.3], [-0.5, -0.1, -0.1], [0.4, -0.5, 0.9], [-1.0, 0.2, -0.1], [1.5, -0.4, 0.6], [0.5, -0.2, 0.9], [0.1, 0.0, 0.0], [0.1, 0.0, 0.0], [0.4, 0.0, 0.1], [0.2, 0.7, -0.1], [0.2, 0.4, -0.6], [-0.3, -0.1, 0.1], [-0.5, 0.2, 0.0], [-0.4, 0.2, -0.3], [-0.1, 0.0, -0.1], [0.2, 0.2, -0.2], [0.0, -0.4, -0.1], [-0.1, -0.2, -0.7], [-0.4, 0.3, -0.3], [0.3, 0.8, -0.3], [0.2, 0.3, 0.2], [0.3, 1.0, -0.2], [0.3, 0.3, -0.4], [0.0, -0.2, 0.3], [0.1, 0.2, 0.3], [0.0, 0.0, 0.0], [0.1, -0.3, 0.3], [-0.2, -0.6, 0.4], [0.3, -0.3, 0.0], [-0.1, -0.2, -0.3], [-0.3, -0.4, 0.1], [0.0, -0.3, 0.2], [0.3, 0.0, 0.2], [0.1, 0.0, 0.4]]
}

Record 4
{
  "formula": "C32H46CaGeNO7PTe",
  "method": "ωB97M-V with the def2-TZVPD basis set",
  "de_lowest_kcal_mol": 98.3,
  "total_charge": -2,
  "e_tot_ev": -141290.2601,
  "gap_ha": 0.1721,
  "symbols": ["Ca", "N", "C", "O", "C", "C", "H", "H", "H", "H", "H", "H", "C", "Te", "C", "H", "H", "H", "H", "H", "H", "O", "O", "C", "Ge", "C", "C", "C", "C", "C", "C", "C", "C", "C", "C", "C", "C", "C", "C", "C", "C", "C", "C", "H", "H", "H", "H", "H", "H", "H", "H", "H", "H", "H", "H", "H", "H", "H", "H", "C", "C", "C", "C", "O", "P", "O", "O", "O", "C", "C", "C", "C", "H", "H", "H", "H", "H", "H", "H", "H", "H", "H", "H", "H", "H", "H", "H", "H", "H", "H"],
  "coordinates": [[-1.3962, -0.1643, -0.9182], [-0.7231, -4.1368, 0.3208], [-1.1682, -2.9075, -0.0660], [-0.3859, -1.9728, -0.1343], [-2.6068, -2.8225, -0.4465], [-2.7984, -1.9210, -1.6653], [0.1557, -4.1383, 0.8256], [-1.4099, -4.7867, 0.6690], [-3.0989, -2.3564, 0.4123], [-3.0096, -3.8517, -0.5526], [-3.8781, -1.7441, -1.7749], [-2.5072, -2.5078, -2.5554], [3.5398, 1.8029, 0.3859], [1.6311, 1.8834, -0.7083], [2.0392, -0.0360, -1.5417], [4.3950, 1.6755, -0.2720], [3.5202, 0.9805, 1.0906], [3.6795, 2.7279, 0.9355], [3.0280, -0.0406, -1.9915], [1.2914, -0.2148, -2.3011], [1.9812, -0.7933, -0.7694], [-2.3511, 0.2457, 1.7425], [-2.7473, 0.5837, 0.3901], [-1.3663, 0.8009, 2.3021], [0.5762, -0.6858, 2.5508], [0.7608, -0.5661, 4.6071], [1.4195, -1.5452, 5.3414], [1.4615, -1.5323, 6.7225], [0.8294, -0.5189, 7.4235], [0.1799, 0.4792, 6.7154], [0.1470, 0.4483, 5.3303], [-0.3030, -2.4921, 2.9383], [-1.6877, -2.5336, 3.0695], [-2.3643, -3.7006, 3.3756], [-1.6612, -4.8759, 3.5883], [-0.2806, -4.8627, 3.4795], [0.3772, -3.6906, 3.1385], [2.5029, -1.4769, 2.3390], [2.7971, -2.3125, 1.2653], [4.0825, -2.7482, 0.9982], [5.1323, -2.3354, 1.8019], [4.8693, -1.4955, 2.8709], [3.5773, -1.0718, 3.1247], [-0.9137, 1.6365, 1.7218], [1.9128, -2.3477, 4.8136], [1.9794, -2.3220, 7.2582], [0.8480, -0.5114, 8.5109], [-0.3115, 1.2810, 7.2591], [-0.3788, 1.2181, 4.7804], [-2.2405, -1.6211, 2.9184], [-3.4467, -3.7007, 3.4517], [-2.1832, -5.7924, 3.8442], [0.2853, -5.7736, 3.6601], [1.4552, -3.7141, 3.0259], [1.9847, -2.6344, 0.6252], [4.2731, -3.4134, 0.1600], [6.1463, -2.6525, 1.5852], [5.6836, -1.1785, 3.5156], [3.3945, -0.4090, 3.9632], [-3.9305, 3.0083, -4.7684], [-3.1857, 2.4413, -3.5433], [-2.8545, 3.5441, -2.5451], [-4.0478, 1.3725, -2.8691], [-2.0242, 1.8228, -4.0758], [-0.5842, 1.6082, -3.3640], [0.1180, 0.6107, -4.1922], [-0.7274, 1.4494, -1.8852], [0.0965, 3.0986, -3.4312], [0.7864, 3.6212, -4.5402], [0.0448, 3.3621, -5.8521], [2.1865, 3.0094, -4.6058], [0.8942, 5.1304, -4.2807], [-4.8995, 3.4139, -4.4807], [-4.0766, 2.2090, -5.4920], [-3.3440, 3.7931, -5.2433], [-3.7737, 3.9846, -2.1631], [-2.2418, 4.3127, -3.0099], [-2.2943, 3.1077, -1.7233], [-5.0566, 1.7479, -2.6985], [-3.5980, 1.0758, -1.9204], [-4.0907, 0.4958, -3.5134], [-0.0847, 2.2905, -5.9705], [0.6115, 3.7640, -6.6930], [-0.9394, 3.8260, -5.8290], [2.0920, 1.9399, -4.7665], [2.6879, 3.1758, -3.6529], [2.7632, 3.4588, -5.4134], [-0.0991, 5.5610, -4.1732], [1.4147, 5.6212, -5.1009], [1.4385, 5.2892, -3.3541]],
  "forces_ev_per_a": [[0.4, -2.1, 0.8], [0.2, 0.1, -0.1], [-0.2, -1.8, 0.1], [1.1, 0.0, 0.1], [-0.4, 0.0, -0.2], [-0.6, -0.8, -0.9], [-0.2, 0.0, -0.1], [0.0, 0.1, 0.0], [-0.1, 0.0, 0.2], [0.1, 0.2, 0.2], [0.0, 0.1, 0.0], [0.0, 0.0, 0.0], [-0.4, 0.0, -0.2], [1.6, 0.2, 0.8], [-0.1, 0.0, 0.2], [0.0, 0.0, -0.3], [-0.1, -0.2, 0.1], [-0.1, 0.2, 0.1], [0.0, 0.1, -0.1], [0.0, -0.1, -0.3], [0.0, 0.0, 0.2], [-1.2, -0.8, 0.2], [-1.3, 1.3, 0.8], [1.1, 0.8, 1.0], [0.5, -0.6, 0.8], [0.0, 0.4, -0.4], [0.1, -0.1, 0.0], [0.1, -0.2, 0.2], [0.0, 0.1, 0.3], [-0.1, 0.1, 0.4], [0.0, 0.2, -0.1], [0.1, 0.2, -0.3], [-0.2, 0.2, 0.0], [-0.2, -0.1, 0.1], [-0.1, -0.3, 0.1], [0.1, -0.2, 0.0], [0.2, 0.0, 0.1], [-0.6, 0.4, -0.1], [-0.2, -0.1, 0.0], [0.2, -0.2, -0.2], [0.2, -0.1, -0.1], [0.3, 0.0, 0.1], [0.0, 0.2, 0.1], [-0.2, -0.3, -0.2], [0.1, -0.1, 0.0], [0.0, 0.0, 0.0], [0.0, 0.0, -0.1], [0.0, 0.0, -0.1], [-0.1, 0.0, 0.0], [-0.2, 0.1, 0.0], [0.0, 0.0, 0.0], [0.0, 0.0, 0.0], [0.0, 0.0, 0.0], [0.1, 0.0, 0.0], [-0.1, 0.0, -0.1], [0.0, 0.1, 0.0], [0.0, 0.0, 0.0], [0.0, 0.1, 0.0], [0.0, 0.0, 0.0], [0.3, -0.2, 0.3], [-0.9, 0.4, 0.0], [0.1, -0.1, -0.1], [0.4, 0.0, -0.2], [0.7, -0.3, 0.1], [0.1, 1.4, -1.6], [0.2, -0.1, 0.1], [0.4, 2.0, -1.6], [-0.7, -0.6, 0.2], [0.5, 0.5, -0.8], [0.0, 0.0, 0.2], [-0.2, 0.1, 0.2], [-0.1, -0.4, 0.0], [0.0, 0.0, 0.1], [-0.1, -0.1, -0.1], [0.1, 0.1, 0.0], [-0.1, 0.0, 0.0], [0.0, 0.1, 0.0], [0.0, 0.2, 0.2], [0.0, 0.0, 0.1], [-0.3, 0.0, 0.1], [-0.1, -0.1, 0.0], [0.0, -0.1, -0.2], [0.0, 0.0, 0.0], [-0.1, 0.1, 0.0], [0.1, -0.2, 0.0], [0.1, 0.0, 0.0], [0.1, 0.1, -0.1], [-0.1, 0.1, 0.0], [0.1, 0.1, -0.1], [0.1, 0.1, 0.1]]
}